Record 1
{"formula": "C3H7NO", "method": "ωB97M-V/def2-TZVPD", "de_lowest_ev": 2.748, "lumo_energy_ev": 0.80, "homo_ha": -0.35302, "charge": 0, "species": ["C", "C", "C", "H", "H", "H", "H", "H", "H", "H", "N", "O"], "positions_angstrom": [[-0.502, -0.191, 1.439], [0.030, 0.989, 0.623], [0.357, -0.618, -1.396], [0.351, -1.126, 1.368], [-0.747, 0.181, 2.284], [-1.550, -0.446, 1.007], [0.877, 1.400, -1.167], [0.492, -0.520, -2.525], [-0.776, -1.267, -1.125], [1.147, -1.268, -0.778], [0.260, 0.795, -0.773], [0.062, 2.071, 1.042]], "nbo_charge": [-0.682, 0.686, -0.442, 0.220, 0.212, 0.234, 0.380, 0.228, 0.197, 0.196, -0.653, -0.574]}

Record 2
{"formula": "C3H7NO", "method": "ωB97M-V/def2-TZVPD", "de_lowest_ev": 4.434, "lumo_energy_ev": 0.59, "homo_ha": -0.34233, "charge": 0, "species": ["O", "C", "C", "C", "N", "H", "H", "H", "H", "H", "H", "H"], "positions_angstrom": [[-1.027, 1.018, 2.079], [-0.377, 0.046, 1.425], [-0.023, -0.009, -0.039], [0.829, -0.969, -0.901], [-0.725, 1.121, -0.757], [0.291, -0.607, 2.107], [0.634, 0.584, 0.771], [1.427, -0.442, -1.855], [0.112, -1.587, -1.431], [1.419, -1.645, -0.316], [-1.663, 0.642, -1.145], [-0.897, 1.847, 0.061]], "nbo_charge": [-0.659, 0.229, -0.007, -0.631, -0.853, 0.158, 0.271, 0.250, 0.227, 0.231, 0.374, 0.410]}

Record 3
{"formula": "C3H7NO", "method": "ωB97M-V/def2-TZVPD", "de_lowest_ev": 4.925, "lumo_energy_ev": 0.71, "homo_ha": -0.29258, "charge": 0, "species": ["C", "C", "N", "O", "C", "H", "H", "H", "H", "H", "H", "H"], "positions_angstrom": [[1.390, -0.001, -0.194], [-0.113, 0.192, -0.317], [-0.671, 0.930, -1.361], [-0.528, -0.698, -1.430], [-0.837, 0.145, 1.028], [1.819, 0.792, 0.427], [1.840, 0.038, -1.189], [1.619, -0.964, 0.279], [-1.450, -0.986, -1.369], [-0.845, 1.179, 1.412], [-0.338, -0.475, 1.787], [-1.887, -0.152, 0.926]], "nbo_charge": [-0.654, 0.331, -0.368, -0.492, -0.664, 0.221, 0.235, 0.211, 0.507, 0.237, 0.213, 0.222]}

Record 4
{"formula": "C3H7NO2", "method": "ωB97M-V/def2-TZVPD", "de_lowest_ev": 0.725, "lumo_energy_ev": 0.87, "homo_ha": -0.38121, "charge": 0, "species": ["C", "C", "O", "C", "O", "N", "H", "H", "H", "H", "H", "H", "H"], "positions_angstrom": [[0.995, -0.678, -0.821], [-0.274, 0.049, -1.286], [-1.232, 0.235, -0.229], [-0.768, 0.911, 0.870], [-0.660, 2.110, 0.947], [-0.448, 0.034, 1.861], [0.970, -1.748, -1.051], [1.108, -0.580, 0.261], [1.891, -0.246, -1.274], [-0.037, 1.019, -1.736], [-0.821, -0.545, -2.021], [-0.054, 0.380, 2.720], [-0.672, -0.941, 1.759]], "nbo_charge": [-0.664, -0.065, -0.552, 0.884, -0.604, -0.846, 0.212, 0.226, 0.221, 0.185, 0.194, 0.406, 0.405]}

Record 5
{"formula": "C3H7NO2", "method": "ωB97M-V/def2-TZVPD", "de_lowest_ev": 4.203, "lumo_energy_ev": 0.52, "homo_ha": -0.31169, "charge": 0, "species": ["C", "C", "C", "O", "O", "N", "H", "H", "H", "H", "H", "H", "H"], "positions_angstrom": [[1.335, -0.038, 0.524], [0.608, 1.055, 0.094], [-1.073, -0.031, -0.691], [2.062, -0.741, -0.358], [-0.777, -1.167, 0.287], [-2.144, 0.650, -0.690], [2.214, -1.639, -0.040], [-1.564, -1.564, 0.690], [1.328, -0.385, 1.551], [-2.414, 0.999, 0.231], [0.220, 1.699, 0.871], [0.915, 1.550, -0.816], [-0.710, -0.386, -1.655]], "nbo_charge": [0.278, -0.586, 0.404, -0.666, -0.825, -0.716, 0.491, 0.482, 0.179, 0.340, 0.219, 0.232, 0.166]}

Record 6
{"formula": "C3H7NO2", "method": "ωB97M-V/def2-TZVPD", "de_lowest_ev": 5.475, "lumo_energy_ev": 0.86, "homo_ha": -0.35950, "charge": 0, "species": ["C", "N", "C", "O", "C", "O", "H", "H", "H", "H", "H", "H", "H"], "positions_angstrom": [[-0.453, -0.793, -1.882], [-0.693, -0.565, -0.467], [0.290, -0.572, 0.317], [1.594, -0.653, 0.188], [0.819, -0.159, 1.597], [0.785, 1.069, 2.126], [-0.807, 0.051, -2.489], [0.597, -0.957, -2.117], [-1.032, -1.654, -2.223], [-1.402, 1.468, 0.084], [1.318, -0.822, 2.283], [-1.582, 1.835, 1.105], [0.566, 1.753, 1.477]], "nbo_charge": [-0.439, -0.496, 0.471, -0.522, 0.338, -0.639, 0.201, 0.190, 0.206, 0.031, 0.206, -0.056, 0.508]}

Record 7
{"formula": "C3H7NO2", "method": "ωB97M-V/def2-TZVPD", "de_lowest_ev": 5.143, "lumo_energy_ev": -0.40, "homo_ha": -0.35893, "charge": 0, "species": ["C", "C", "N", "O", "C", "O", "H", "H", "H", "H", "H", "H", "H"], "positions_angstrom": [[0.229, -0.200, 1.672], [0.209, -0.389, 0.134], [1.502, -0.446, -0.488], [1.313, -1.094, -1.516], [-0.640, 0.716, -0.556], [-1.180, 0.323, -1.791], [0.874, -0.925, 2.174], [0.563, 0.806, 1.996], [-0.786, -0.330, 2.059], [-0.055, -1.251, -0.705], [-0.075, 1.649, -0.651], [-1.490, 0.886, 0.109], [-0.464, 0.254, -2.436]], "nbo_charge": [-0.630, -0.253, 0.170, -0.327, -0.060, -0.701, 0.227, 0.222, 0.226, 0.284, 0.173, 0.196, 0.473]}

Record 8
{"formula": "C3H7NO2", "method": "ωB97M-V/def2-TZVPD", "de_lowest_ev": 5.669, "lumo_energy_ev": 0.83, "homo_ha": -0.31565, "charge": 0, "species": ["C", "C", "C", "N", "O", "O", "H", "H", "H", "H", "H", "H", "H"], "positions_angstrom": [[0.022, 1.072, 0.019], [1.483, -0.835, -0.333], [1.321, 0.549, 0.300], [-0.968, 1.603, -0.233], [-2.762, -0.172, -0.164], [-1.679, -1.059, 0.182], [2.410, -1.290, 0.007], [0.637, -1.459, -0.047], [1.501, -0.754, -1.415], [1.433, 0.489, 1.385], [2.063, 1.254, -0.091], [-2.209, 0.725, -0.290], [-3.252, -0.122, 0.681]], "nbo_charge": [0.474, -0.590, -0.530, -0.464, -0.461, -0.627, 0.212, 0.256, 0.214, 0.256, 0.252, 0.505, 0.503]}

Record 9
{"formula": "C3H7NO2", "method": "ωB97M-V/def2-TZVPD", "de_lowest_ev": 4.967, "lumo_energy_ev": [0.98, 0.98], "homo_ha": [-0.30376, -0.30377], "charge": 0, "species": ["N", "C", "O", "C", "C", "O", "H", "H", "H", "H", "H", "H", "H"], "positions_angstrom": [[-0.997, -1.408, -0.786], [-0.619, -0.137, -1.135], [-1.481, 0.753, -0.763], [0.096, 1.200, -0.048], [1.169, 0.380, 0.676], [0.642, -0.507, 1.625], [-0.557, -2.179, -1.269], [-1.978, -1.536, -0.536], [-0.481, 1.726, 0.718], [0.503, 1.871, -0.798], [1.821, -0.119, -0.053], [1.765, 1.114, 1.237], [0.116, -1.156, 1.131]], "nbo_charge": [-0.874, 0.350, -0.546, -0.183, -0.092, -0.717, 0.396, 0.382, 0.211, 0.231, 0.170, 0.193, 0.480]}

Record 10
{"formula": "C3H7NO2", "method": "ωB97M-V/def2-TZVPD", "de_lowest_ev": 5.562, "lumo_energy_ev": [-0.86, -0.86], "homo_ha": [-0.30361, -0.30364], "charge": 0, "species": ["N", "C", "O", "C", "C", "O", "H", "H", "H", "H", "H", "H", "H"], "positions_angstrom": [[-1.682, -0.662, -1.681], [-0.825, -0.678, -0.609], [-0.753, -1.731, 0.039], [1.306, -0.366, 0.487], [0.631, 0.680, 1.211], [0.068, 1.591, 0.427], [-2.045, 0.205, -2.043], [-2.297, -1.470, -1.732], [1.906, -0.054, -0.364], [1.528, -1.321, 0.953], [0.065, 0.337, 2.091], [1.686, 0.941, 1.598], [-0.412, 0.666, -0.308]], "nbo_charge": [-0.838, 0.426, -0.681, -0.055, -0.133, -0.710, 0.390, 0.387, 0.209, 0.225, 0.197, 0.279, 0.303]}

Number 1: molecular weight 73.09 g/mol. Number 2: molecular weight 73.09 g/mol. Number 3: molecular weight 73.09 g/mol. Number 4: molecular weight 89.09 g/mol. Number 5: molecular weight 89.09 g/mol. Number 6: molecular weight 89.09 g/mol. Number 7: molecular weight 89.09 g/mol. Number 8: molecular weight 89.09 g/mol. Number 9: molecular weight 89.09 g/mol. Number 10: molecular weight 89.09 g/mol.